Record 1
Formula: C25H26N4O5S
Source: the Open Molecules 2025 dataset
Level of theory: the ωB97M-V functional and the def2-TZVPD basis

SMILES string: CC(=O)c1ccc(N2CCN(C(=O)CCCn3c(=S)[nH]c4cc5c(cc4c3=O)OCO5)CC2)cc1
Energy above the lowest of the compared OMol25 structures with the same formula, charge and spin in eV: 1.113
F_max in hartree/bohr: 0.0249

Structure (XYZ):
```
61
C25H26N4O5S | the Open Molecules 2025 dataset | the ωB97M-V functional and the def2-TZVPD basis
C -1.651 -2.831 -0.461
C -0.362 -2.580 0.286
O 0.672 -3.135 -0.048
C -0.404 -1.648 1.416
C -1.508 -0.854 1.732
C -1.496 -0.020 2.826
C -0.377 0.068 3.669
N -0.357 0.836 4.820
C -1.488 1.664 5.188
C -1.317 3.088 4.595
N -0.267 3.061 3.597
C -0.618 3.056 2.281
O -1.775 3.212 1.942
C 0.505 2.854 1.286
C 0.040 3.107 -0.145
C 1.096 2.698 -1.175
N 0.971 1.307 -1.592
C 1.736 0.336 -1.013
S 2.791 0.608 0.228
N 1.638 -0.923 -1.509
C 0.794 -1.293 -2.523
C 0.764 -2.622 -2.970
C -0.117 -2.909 -3.979
C -0.947 -1.928 -4.553
C -0.918 -0.630 -4.131
C -0.024 -0.313 -3.094
C 0.054 1.068 -2.620
O -0.605 1.977 -3.076
O -1.713 -2.507 -5.527
C -1.346 -3.868 -5.558
O -0.351 -4.104 -4.582
C 1.029 2.724 4.143
C 0.859 1.554 5.146
C 0.737 -0.721 3.336
C 0.721 -1.549 2.243
H -2.438 -3.129 0.227
H -1.962 -1.923 -0.976
H -1.492 -3.616 -1.197
H -2.387 -0.863 1.105
H -2.364 0.597 2.993
H -1.512 1.715 6.282
H -2.414 1.200 4.861
H -2.229 3.426 4.104
H -1.040 3.804 5.374
H 1.338 3.520 1.518
H 0.853 1.822 1.380
H -0.887 2.565 -0.333
H -0.181 4.168 -0.265
H 2.102 2.841 -0.776
H 0.969 3.296 -2.080
H 2.138 -1.650 -1.009
H 1.381 -3.376 -2.515
H -1.539 0.141 -4.555
H -2.226 -4.495 -5.343
H -0.951 -4.124 -6.553
H 1.704 2.423 3.347
H 1.453 3.600 4.650
H 0.755 1.927 6.168
H 1.729 0.903 5.116
H 1.623 -0.702 3.949
H 1.584 -2.153 2.010
```

---

Record 2
Formula: C16H35MoNOP2Si
Source: the Open Molecules 2025 dataset
Level of theory: the ωB97M-V functional and the def2-TZVPD basis

E in eV: -48991.3205
Total charge: +2
F_max in hartree/bohr: 0.0716

Structure (XYZ):
```
57
C16H35MoNOP2Si | the Open Molecules 2025 dataset | the ωB97M-V functional and the def2-TZVPD basis
Mo 0.100 0.341 0.120
Si 0.256 -1.864 -1.200
P 0.617 1.522 -1.987
N -1.648 0.425 -0.088
H 0.749 1.811 0.902
C 0.943 3.348 -1.944
H 1.091 3.777 -2.952
H 1.839 3.531 -1.326
H 0.089 3.841 -1.450
C 2.053 0.914 -2.984
H 2.194 1.519 -3.897
H 1.867 -0.137 -3.259
H 2.967 0.956 -2.370
C -0.780 1.405 -3.187
H -0.551 1.933 -4.129
H -1.681 1.842 -2.725
H -0.973 0.339 -3.388
C 1.984 -2.697 -1.380
H 2.432 -2.903 -0.390
H 2.685 -2.035 -1.920
H 1.921 -3.652 -1.932
H -0.616 -2.983 -0.649
H -0.246 -1.815 -2.636
C -2.997 0.339 -0.320
C -5.264 1.171 0.022
C -3.890 1.273 0.262
C -3.513 -0.692 -1.147
C -4.887 -0.777 -1.382
C -5.769 0.150 -0.800
H -5.949 1.896 0.477
H -3.478 2.064 0.896
H -2.811 -1.407 -1.585
H -5.278 -1.575 -2.022
H -6.845 0.077 -0.986
C 3.302 0.189 0.864
O 2.304 -0.051 0.160
C 3.161 0.851 2.202
H 4.078 1.387 2.497
H 2.950 0.091 2.977
H 2.275 1.519 2.142
C 4.670 -0.167 0.342
H 5.263 0.757 0.199
H 4.589 -0.711 -0.610
H 5.216 -0.781 1.082
C -1.431 -1.899 3.437
P -0.440 -0.900 2.269
C -0.522 0.607 3.296
C 0.920 -2.121 2.234
H -2.405 -1.400 3.622
H -0.900 -2.023 4.405
H -1.630 -2.899 2.999
H -0.427 0.361 4.374
H 0.289 1.304 3.042
H -1.494 1.115 3.121
H 1.120 -2.518 3.251
H 0.644 -2.969 1.576
H 1.855 -1.684 1.874
```

---

Record 3
Formula: C20H58N2O14
Source: the Open Molecules 2025 dataset
Level of theory: the ωB97M-V functional and the def2-TZVPD basis

SMILES string: COC[C@H](C)N.COC[C@H](C)N.OCCO.OCCO.OCCO.OCCO.OCCO.OCCO
Energy above the lowest of the compared OMol25 structures with the same formula, charge and spin in eV: 2.400
F_max in hartree/bohr: 0.0809

Structure (XYZ):
```
94
C20H58N2O14 | the Open Molecules 2025 dataset | the ωB97M-V functional and the def2-TZVPD basis
C -1.366 -1.584 -0.549
O -0.961 -0.301 -0.309
C -0.660 0.336 -1.535
C 0.785 0.163 -2.056
C 1.736 0.666 -1.014
N 1.085 0.791 -3.342
H -2.409 -1.625 -0.863
H -1.432 -1.970 0.468
H -0.694 -2.147 -1.198
H -1.408 0.059 -2.277
H -0.860 1.407 -1.482
H 0.947 -0.915 -2.050
H 1.552 1.718 -0.798
H 2.769 0.497 -1.317
H 1.684 0.135 -0.064
H 2.040 0.498 -3.485
H 0.576 0.246 -4.022
C 0.145 4.881 1.720
O -0.094 3.814 2.608
C 0.131 2.519 2.044
C -0.398 1.520 3.103
C 0.495 1.475 4.391
N -0.370 0.223 2.480
H -0.008 5.796 2.294
H -0.517 4.863 0.854
H 1.198 4.917 1.440
H -0.430 2.478 1.110
H 1.217 2.572 1.974
H -1.413 1.811 3.373
H 0.002 0.837 5.124
H 0.666 2.429 4.890
H 1.442 1.003 4.129
H -0.744 0.180 1.543
H -0.899 -0.469 2.990
O 3.888 0.397 -4.286
C 4.952 1.229 -3.880
C 5.763 0.650 -2.631
O 6.478 -0.501 -2.969
H 4.152 -0.526 -4.317
H 5.645 1.304 -4.718
H 4.557 2.228 -3.691
H 5.162 0.198 -1.843
H 6.376 1.406 -2.141
H 7.287 -0.459 -2.453
O -4.852 0.218 1.258
C -4.022 1.352 1.425
C -4.354 2.072 2.795
O -3.881 1.320 3.908
H -4.475 -0.612 1.560
H -2.950 1.162 1.378
H -4.328 2.113 0.707
H -5.398 2.386 2.817
H -3.753 2.979 2.851
H -4.181 1.850 4.650
O 1.056 -2.370 2.242
C 1.649 -2.652 3.480
C 0.969 -3.838 4.202
O 1.418 -5.126 3.906
H 0.928 -1.423 2.156
H 2.705 -2.832 3.278
H 1.556 -1.778 4.125
H -0.108 -3.699 4.101
H 1.188 -3.798 5.269
H 2.367 -5.037 4.022
O -0.132 3.183 -3.401
C 0.480 4.125 -2.545
C 1.795 4.649 -3.187
O 1.637 5.736 -3.962
H 0.210 2.295 -3.269
H -0.232 4.931 -2.366
H 0.683 3.618 -1.601
H 2.214 3.907 -3.866
H 2.521 4.724 -2.376
H 1.118 5.464 -4.722
O -3.617 -2.381 2.608
C -3.785 -3.628 2.148
C -3.153 -4.677 3.180
O -3.878 -4.643 4.380
H -3.218 -2.316 3.479
H -4.828 -3.928 2.045
H -3.312 -3.729 1.171
H -2.101 -4.440 3.335
H -3.210 -5.692 2.787
H -3.352 -4.160 5.022
O -0.169 -4.094 -5.589
C -0.329 -3.644 -4.277
C -0.877 -2.230 -4.254
O -0.124 -1.351 -5.048
H -0.570 -4.965 -5.641
H -1.094 -4.264 -3.810
H 0.665 -3.753 -3.845
H -0.882 -1.810 -3.248
H -1.915 -2.256 -4.586
H -0.149 -1.704 -5.940
```